# 1
A molecular structure, H22NeO11, computed with the ωB97M-V functional and the def2-TZVPD basis.

Geometry as ORCA input:
```
! wB97M-V def2-TZVPD RIJCOSX def2/J DEFGRID3
* xyz 0 1
Ne -0.011 0.225 -0.301
O -3.440 0.702 -0.425
O 0.886 1.612 2.819
O -2.646 -2.077 0.241
O -1.454 0.287 -2.741
O -1.880 3.332 -0.474
O 2.065 -0.510 1.540
O 1.244 -0.486 -3.270
O 0.709 3.689 0.798
O 0.027 -2.597 1.062
O 3.057 -0.039 -0.907
O 2.338 -3.861 0.072
H 3.094 0.913 -1.000
H -2.984 -2.206 1.127
H 2.789 -0.181 0.001
H 2.558 -0.883 2.271
H 0.815 2.218 2.082
H -3.749 1.073 0.402
H 1.732 -0.573 -2.451
H 1.748 0.144 -3.784
H 1.595 -3.357 0.407
H -3.381 -2.299 -0.331
H -2.386 2.520 -0.456
H 1.498 0.940 2.521
H -1.985 0.448 -1.961
H 0.740 4.516 1.280
H -0.197 3.620 0.499
H 1.286 -1.060 1.470
H -0.151 -2.828 1.973
H 2.696 -4.302 0.843
H -0.836 -2.567 0.649
H -2.021 3.684 -1.353
H -0.581 0.093 -2.400
H -3.175 -0.191 -0.203
*
```

## Properties
* energy relative to the best compared isomer or geometry (same formula, charge and spin): 0.718 eV
* calculated total energy: -26389.2375 eV
* orbital gap: 9.95 eV
* LUMO: -0.47 eV

---

# 2
11 unconnected molecules or ions with the total composition H22O11, computed with the ωB97M-V functional and the def2-TZVPD basis.

Geometry as ORCA input:
```
! wB97M-V def2-TZVPD RIJCOSX def2/J DEFGRID3
* xyz -1 2
O -1.449 25.487 -8.323
O -4.908 23.407 -3.033
O -2.544 24.310 -2.016
O -6.416 25.719 -2.871
O -1.900 23.483 -6.521
O -0.039 26.774 -6.481
O -4.174 27.808 -2.459
O -1.872 29.172 -3.309
O -1.586 26.431 -3.396
O -3.763 25.674 -4.993
O -6.645 27.231 -5.927
H -3.332 25.203 -5.706
H -3.362 23.999 -2.406
H -6.250 24.970 -2.299
H -3.044 26.045 -4.482
H -2.540 23.265 -7.198
H -0.896 27.076 -6.179
H -2.058 23.511 -1.811
H -1.172 24.987 -9.091
H -1.721 28.229 -3.244
H -0.631 26.493 -3.358
H -2.068 22.853 -5.820
H -7.346 26.704 -6.309
H -1.738 29.373 -4.235
H -5.679 23.081 -2.569
H -5.157 23.384 -3.957
H -0.179 26.530 -7.396
H -1.397 24.863 -7.599
H -3.386 28.242 -2.785
H -5.880 26.655 -5.932
H -1.791 25.614 -2.942
H -5.573 25.894 -3.288
H -4.844 28.005 -3.114
*
```

## Properties
* energy relative to the best compared isomer or geometry (same formula, charge and spin): 0.618 eV
* calculated total energy: -22880.1475 eV
* expectation value of S²: 0.7504
* orbital gap (spin up / spin down): 3.05 / 10.75 eV
* LUMO (spin up / spin down): 2.95 / 2.88 eV

---

# 3
11 unconnected molecules or ions with the total composition H22O11, computed with the ωB97M-V functional and the def2-TZVPD basis.

Geometry as ORCA input:
```
! wB97M-V def2-TZVPD RIJCOSX def2/J DEFGRID3
* xyz 0 1
O 5.749 -1.279 -0.326
O -3.043 1.989 -0.002
O -2.389 -0.750 1.154
O -0.426 3.944 -1.898
O 0.857 3.940 2.914
O -2.444 0.326 -1.015
O 4.135 0.072 -1.547
O -4.380 -2.600 -0.899
O 0.265 -1.223 -0.439
O 2.228 -1.314 1.520
O -1.141 -3.497 1.104
H -2.623 0.710 -1.836
H -0.046 4.062 2.990
H -0.948 3.415 -1.296
H -4.030 -2.906 -0.101
H 4.845 -1.488 -0.127
H -3.153 -0.705 0.635
H 1.272 -1.329 -0.620
H -0.970 -4.412 0.887
H -3.567 -2.467 -1.388
H -1.592 -0.535 0.617
H 0.281 -0.299 -0.326
H 4.214 0.962 -1.474
H -0.361 -3.034 0.872
H 2.650 -0.914 2.288
H 5.690 -1.469 -1.214
H -3.360 1.564 0.866
H -0.686 4.864 -1.635
H 4.400 -0.002 -2.491
H -1.574 0.665 -0.602
H 1.105 3.191 2.341
H 2.711 -2.119 1.363
H -3.668 2.638 -0.311
*
```

## Properties
* energy relative to the best compared isomer or geometry (same formula, charge and spin): 5.589 eV
* calculated total energy: -22875.9245 eV
* orbital gap: 9.28 eV
* SMILES: O.O.O.O.O.O.O.O.O.O.O
* LUMO: -0.23 eV

---

# 4
11 unconnected molecules or ions with the total composition H22O11, computed with the ωB97M-V functional and the def2-TZVPD basis.

Geometry as ORCA input:
```
! wB97M-V def2-TZVPD RIJCOSX def2/J DEFGRID3
* xyz 0 1
O 2.932 -0.515 -1.477
O -0.890 2.145 -1.601
O 1.244 2.130 0.667
O -1.378 -0.893 2.261
O -2.794 0.987 0.926
O -2.336 -0.701 -1.497
O 1.274 0.851 -2.809
O 2.759 -2.164 0.668
O 3.153 0.363 1.915
O 0.143 -0.482 -0.042
O -3.271 -2.435 0.402
H -2.479 1.779 1.292
H 3.438 -1.936 -0.012
H 3.036 -0.508 1.489
H -2.217 -0.462 2.080
H -2.011 -0.005 -0.987
H -0.431 -0.700 0.651
H 0.854 0.212 -3.385
H -2.517 -1.268 -0.740
H 1.960 1.627 0.990
H 2.002 -1.765 0.252
H 2.300 -0.068 -2.045
H -0.898 -0.117 2.505
H 2.961 0.220 2.857
H 0.538 1.364 -2.442
H -3.632 -2.860 -0.373
H -3.651 1.029 1.352
H 3.659 -0.611 -2.095
H -2.472 -2.860 0.667
H -0.767 2.918 -1.073
H -1.775 2.235 -1.961
H 0.707 2.123 1.452
H 0.574 0.376 0.116
*
```

## Properties
* energy relative to the best compared isomer or geometry (same formula, charge and spin): 1.644 eV
* calculated total energy: -22879.8696 eV
* orbital gap: 9.69 eV
* SMILES: O.O.O.O.O.O.O.O.O.O.O
* LUMO: -0.36 eV

---

# 5
11 unconnected molecules or ions with the total composition H22O11, computed with the ωB97M-V functional and the def2-TZVPD basis.

Geometry as ORCA input:
```
! wB97M-V def2-TZVPD RIJCOSX def2/J DEFGRID3
* xyz 0 1
O 9.046 5.660 10.260
O 8.895 7.236 7.204
O 13.401 3.918 10.800
O 14.521 5.125 8.678
O 11.314 2.213 6.365
O 11.396 2.053 12.045
O 14.097 1.254 10.661
O 10.960 3.710 8.984
O 8.625 1.992 9.048
O 11.561 5.635 12.042
O 11.381 6.419 8.388
H 13.827 4.390 10.083
H 9.161 2.770 9.201
H 12.147 6.448 7.815
H 10.730 1.483 11.660
H 8.526 6.448 10.100
H 14.030 3.959 11.520
H 9.858 5.983 10.650
H 11.896 5.019 11.391
H 8.942 1.352 9.685
H 9.608 6.728 7.592
H 9.288 7.657 6.440
H 11.501 7.157 8.986
H 11.469 2.441 7.281
H 13.851 2.178 10.693
H 11.869 3.829 9.258
H 15.386 5.497 8.502
H 11.062 1.289 6.386
H 13.999 5.358 7.910
H 10.667 4.587 8.738
H 15.053 1.261 10.612
H 11.412 2.822 11.476
H 12.106 6.415 11.936
*
```

## Properties
* energy relative to the best compared isomer or geometry (same formula, charge and spin): 1.884 eV
* calculated total energy: -22879.6297 eV
* orbital gap: 9.59 eV
* SMILES: O.O.O.O.O.O.O.O.O.O.O
* LUMO: -0.95 eV

---

# 6
11 unconnected molecules or ions with the total composition H22O11, computed with the ωB97M-V functional and the def2-TZVPD basis.

Geometry as ORCA input:
```
! wB97M-V def2-TZVPD RIJCOSX def2/J DEFGRID3
* xyz 0 1
O 2.240 -2.060 -0.656
O 0.208 -3.280 3.042
O 0.509 -0.949 -3.041
O 0.394 -0.172 0.277
O -2.985 0.413 0.445
O -1.672 1.099 -3.582
O 1.510 -0.663 3.013
O 1.396 3.128 0.048
O -2.134 2.664 -1.103
O -2.885 -1.978 -1.043
O 3.861 1.339 0.919
H -3.090 0.928 1.252
H -2.839 -1.168 -0.490
H 1.089 0.107 3.422
H 1.019 -3.637 3.418
H -3.542 -2.532 -0.611
H -1.585 1.302 -2.644
H 0.647 -0.226 1.211
H 0.407 -2.352 2.820
H -2.920 1.077 -0.270
H -0.561 -0.002 0.276
H 0.718 -1.152 -2.115
H 2.033 -1.065 3.720
H 3.424 0.477 0.933
H 1.620 3.627 -0.746
H 0.082 -1.758 -3.352
H -0.955 0.471 -3.769
H 1.562 -1.388 -0.460
H 1.299 2.214 -0.257
H -1.729 3.506 -0.849
H 3.597 1.770 1.738
H 2.179 -2.648 0.105
H -2.895 2.909 -1.651
*
```

## Properties
* energy relative to the best compared isomer or geometry (same formula, charge and spin): 1.495 eV
* calculated total energy: -22880.0190 eV
* orbital gap: 10.15 eV
* SMILES: O.O.O.O.O.O.O.O.O.O.O
* LUMO: -0.43 eV

---

# 7
11 unconnected molecules or ions with the total composition H22O11, computed with the ωB97M-V functional and the def2-TZVPD basis.

Geometry as ORCA input:
```
! wB97M-V def2-TZVPD RIJCOSX def2/J DEFGRID3
* xyz 0 1
O -0.052 2.285 3.070
O 0.537 -2.484 -1.396
O 3.307 1.904 0.745
O -1.717 1.460 0.763
O -2.490 -1.726 -0.940
O 0.661 2.623 0.066
O -0.837 1.877 -2.106
O -1.058 -0.873 -3.320
O 2.565 -2.459 0.591
O 0.313 -0.543 0.102
O -0.334 -2.141 2.334
H -2.327 0.707 0.818
H -0.143 2.476 -0.465
H -0.713 1.909 -3.059
H 0.344 2.606 0.984
H -0.665 -1.373 -2.583
H -0.187 -1.653 3.151
H -0.078 -1.524 1.615
H -0.487 -0.793 -0.377
H -0.389 -0.868 -4.014
H -1.038 0.950 -1.925
H -0.773 1.782 2.654
H 2.058 -1.714 0.932
H -0.442 3.138 3.292
H 3.302 1.227 1.427
H -3.015 -1.699 -1.749
H -2.288 2.228 0.626
H 1.013 -1.651 -1.268
H -1.889 -2.474 -1.059
H 3.341 -2.517 1.158
H 0.252 0.426 0.191
H 2.392 1.925 0.400
H 0.839 -3.033 -0.661
*
```

## Properties
* energy relative to the best compared isomer or geometry (same formula, charge and spin): 1.016 eV
* calculated total energy: -22880.4974 eV
* orbital gap: 10.53 eV
* SMILES: O.O.O.O.O.O.O.O.O.O.O
* LUMO: -0.08 eV

---

# 8
11 unconnected molecules or ions with the total composition H22O11, computed with the ωB97M-V functional and the def2-TZVPD basis.

Geometry as ORCA input:
```
! wB97M-V def2-TZVPD RIJCOSX def2/J DEFGRID3
* xyz 0 1
O -1.576 -4.510 -3.730
O 3.121 -2.667 -1.031
O 2.114 1.837 1.827
O -0.631 -0.812 -4.761
O -2.595 -3.928 0.288
O -0.580 -0.651 -0.509
O 1.880 3.901 -1.463
O -0.912 4.416 3.207
O -1.337 -0.233 4.146
O 2.327 -1.930 2.560
O -2.025 3.730 -0.273
H 2.764 -2.369 1.830
H -0.803 -1.740 -4.919
H 2.248 -2.277 -1.002
H 2.032 4.660 -2.027
H -1.764 -1.085 4.062
H -2.950 3.973 -0.325
H -2.065 -5.328 -3.821
H -0.496 -0.009 0.197
H -2.731 -3.892 1.235
H -0.377 -0.466 -5.616
H -0.343 5.050 3.644
H -2.048 -3.167 0.095
H 3.511 -2.323 -1.835
H 0.936 3.905 -1.304
H -0.437 -0.439 4.397
H -0.390 3.615 3.163
H -1.688 -4.263 -2.812
H 2.985 1.875 2.221
H -0.955 -0.158 -1.238
H 2.275 -1.013 2.292
H 2.233 2.192 0.946
H -1.724 4.107 0.554
*
```

## Properties
* energy relative to the best compared isomer or geometry (same formula, charge and spin): 1.994 eV
* calculated total energy: -22879.5203 eV
* orbital gap: 11.48 eV
* SMILES: O.O.O.O.O.O.O.O.O.O.O
* LUMO: 0.18 eV